[1]
{
  "formula": "C4H15N2S2",
  "method": "ωB97M-V/def2-TZVPD",
  "elements": ["C", "C", "S", "N", "H", "H", "H", "H", "H", "H", "H", "H", "C", "C", "S", "N", "H", "H", "H", "H", "H", "H", "H"],
  "positions_angstrom": [[2.17990, 1.00185, 0.08059], [1.25529, 0.89113, -1.12253], [1.40275, 2.42914, -2.06640], [1.95764, -0.15144, 0.98286], [1.97735, 1.91096, 0.64824], [3.21853, 1.03677, -0.24875], [0.22331, 0.75594, -0.78769], [1.55025, 0.03334, -1.72571], [0.65309, 2.02445, -3.09834], [2.66714, -0.16360, 1.71237], [2.07016, -1.01870, 0.45814], [0.68263, -0.03629, 1.60905], [-1.52828, -0.37911, 1.40338], [-1.23959, -1.74166, 0.79439], [-2.66207, -2.18051, -0.23405], [-0.36243, 0.10940, 2.19506], [-1.71973, 0.36396, 0.63236], [-2.40211, -0.43720, 2.04906], [-0.34038, -1.70388, 0.18152], [-1.08698, -2.47056, 1.58931], [-2.27103, -3.43926, -0.46716], [-0.47142, 1.10227, 2.38691], [-0.28865, -0.36877, 3.08987]],
  "mulliken_charge": [-0.89, -0.27, -0.18, -0.53, 0.38, 0.45, 0.14, 0.36, 0.16, 0.30, 0.28, 0.23, -0.95, -0.43, -0.18, -0.29, 0.42, 0.46, 0.28, 0.38, 0.16, 0.35, 0.36],
  "lumo_ev": -3.0806,
  "total_charge": 1,
  "spin_multiplicity": 1,
  "max_force_ev_per_a": 0.4,
  "e_above_lowest_ev": 0.235,
  "gap_ha": 0.342
}



[2]
{
  "formula": "C4H15N3O",
  "method": "ωB97M-V/def2-TZVPD",
  "elements": ["C", "C", "C", "C", "N", "N", "H", "H", "H", "H", "H", "H", "H", "H", "H", "H", "H", "H", "N", "O", "H", "H", "H"],
  "positions_angstrom": [[-0.03162, 0.14216, -1.21466], [-0.85389, 0.53063, 1.04399], [0.88903, 1.31416, -1.36812], [-1.36687, 0.21908, -1.88753], [0.51775, -1.07458, -1.07915], [-1.43146, -0.69870, 1.53489], [-0.12405, -1.85307, -1.01277], [1.26845, -1.08113, -0.36215], [-1.86294, -1.25855, 0.81024], [-0.71840, -1.23927, 2.01869], [0.42568, 0.28238, 0.84156], [-1.57776, 1.11026, 0.47683], [-2.06048, -0.52987, -1.49904], [0.38372, 2.23650, -1.08319], [1.78779, 1.19951, -0.76623], [1.17977, 1.39942, -2.42371], [-1.81485, 1.20419, -1.77030], [-1.24127, 0.03434, -2.96048], [1.50490, -0.90475, 2.34289], [1.66417, -0.18368, 1.11062], [-0.57652, 1.16335, 1.89901], [2.13610, -1.70263, 2.27970], [1.90275, -0.30977, 3.06892]],
  "mulliken_charge": [0.56, -0.65, -1.20, -1.49, -0.32, -0.55, 0.30, 0.38, 0.21, 0.35, 0.41, 0.34, 0.35, 0.27, 0.32, 0.40, 0.35, 0.41, -0.54, -0.65, 0.35, 0.19, 0.19],
  "lumo_ev": 0.5827,
  "spin_multiplicity": 1,
  "max_force_ev_per_a": 0.5,
  "e_above_lowest_ev": 4.910,
  "gap_ha": 0.270
}



[3]
{
  "formula": "C4H15N3O",
  "method": "ωB97M-V/def2-TZVPD",
  "elements": ["C", "C", "C", "N", "C", "O", "H", "H", "H", "H", "H", "H", "H", "H", "H", "H", "H", "N", "N", "H", "H", "H", "H"],
  "positions_angstrom": [[-1.12139, 0.29117, 1.26850], [-0.93177, 0.33013, -0.23713], [-2.23635, 0.43877, -1.00797], [-0.05478, 1.36795, -0.59630], [-0.22051, -1.25954, -0.70994], [0.21694, -1.18413, -2.06428], [-1.64651, 1.19029, 1.58972], [-0.15966, 0.25270, 1.77450], [-1.71784, -0.57299, 1.55163], [-2.05715, 0.23254, -2.06398], [-2.64486, 1.44745, -0.90886], [-2.96790, -0.26944, -0.62683], [0.04640, 1.45913, -1.60155], [0.88219, 1.24402, -0.15428], [-1.11787, -1.88202, -0.73921], [0.41214, -1.86888, -0.05029], [0.90330, -0.50434, -2.11699], [2.26137, 0.11842, 0.40761], [2.13237, -0.05867, 1.82284], [3.22696, 0.01603, 0.08881], [1.64238, -0.63843, -0.06771], [2.61170, -0.89759, 2.15379], [2.54085, 0.74743, 2.28792]],
  "mulliken_charge": [-1.47, 1.71, -1.79, -0.76, -1.29, -0.53, 0.40, 0.31, 0.31, 0.38, 0.45, 0.36, 0.33, 0.41, 0.43, 0.47, 0.39, -0.43, -0.47, 0.27, 0.10, 0.23, 0.21],
  "lumo_ev": 0.7903,
  "spin_multiplicity": 1,
  "max_force_ev_per_a": 3.3,
  "e_above_lowest_ev": 2.539,
  "gap_ha": 0.334,
  "smiles": "CC(C)(N)CO.NN"
}



[4]
{
  "formula": "C4H15N3OV",
  "method": "ωB97M-V/def2-TZVPD",
  "elements": ["V", "N", "C", "C", "N", "C", "C", "N", "H", "H", "H", "H", "H", "H", "H", "H", "H", "H", "H", "H", "H", "O", "H", "H"],
  "positions_angstrom": [[0.06058, 0.11721, -0.04849], [-1.24978, -1.22936, 0.63193], [-2.46315, -0.38239, 1.02732], [-1.95956, 0.72660, 1.94878], [-0.58974, 1.19682, 1.43637], [-0.45341, 2.30920, 0.43112], [-1.13170, 2.10510, -1.00040], [-0.47637, 0.97732, -1.75275], [-0.90116, -1.76725, 1.44638], [-1.52984, -1.95295, -0.05705], [-2.94486, -0.03131, 0.11104], [-3.19509, -1.02526, 1.53412], [-2.64740, 1.57700, 2.00049], [-1.78194, 0.37066, 2.96706], [0.04716, 1.36125, 2.23449], [-0.94076, 3.21684, 0.83562], [0.61722, 2.58588, 0.36264], [-2.20879, 1.94982, -0.93424], [-0.94711, 3.05300, -1.52134], [-1.11743, 0.47379, -2.38964], [0.29876, 1.31637, -2.35110], [1.81051, -0.61336, -0.21385], [2.12965, -1.26218, -0.89974], [2.59721, -0.44779, 0.37374]],
  "mulliken_charge": [1.19, -0.54, -0.28, -0.61, -0.12, -0.43, -0.37, -0.35, 0.39, 0.40, 0.31, 0.48, 0.40, 0.45, 0.37, 0.49, 0.40, 0.38, 0.47, 0.35, 0.39, -0.56, 0.39, 0.41],
  "lumo_ev": [-21.1786, -20.3592],
  "total_charge": 4,
  "spin_multiplicity": 2,
  "max_force_ev_per_a": 0.2,
  "s2": 0.790,
  "e_above_lowest_ev": 0.000,
  "gap_ha": [0.303, 0.334]
}



[5]
{
  "formula": "C4H15N8",
  "method": "ωB97M-V/def2-TZVPD",
  "elements": ["C", "C", "C", "C", "N", "N", "N", "N", "N", "N", "N", "N", "H", "H", "H", "H", "H", "H", "H", "H", "H", "H", "H", "H", "H", "H", "H"],
  "positions_angstrom": [[-1.95632, -1.23510, 0.45461], [-2.56531, 0.00295, 1.06981], [-1.82118, 1.33549, 0.78804], [0.15468, -0.78158, -0.72970], [-2.19432, -2.36020, 0.97308], [-1.12600, -1.24010, -0.80055], [-0.82329, 1.50137, 0.05635], [3.45844, -0.22157, 1.02288], [0.69639, -0.19567, -1.78758], [0.87894, -1.05597, 0.32809], [-0.21412, 2.66990, -0.11856], [-1.83190, -0.76618, -1.99547], [-3.50837, 0.27104, 0.60942], [-2.50210, -0.22401, 2.08049], [-2.17657, 2.18606, 1.47943], [-1.76698, -3.12414, 0.53178], [4.26002, -0.58579, 0.65299], [3.49955, -0.50051, 2.05495], [1.59610, 0.30268, -1.79552], [0.09937, -0.12994, -2.61166], [0.50724, -1.50709, 1.17864], [0.82814, 2.38793, -0.06690], [-0.45885, 3.22273, 0.64984], [3.41180, 0.74288, 0.96124], [1.92876, -0.71502, 0.48903], [-2.46963, -0.11867, -1.74336], [-2.37055, -1.52934, -2.40067]],
  "mulliken_charge": [0.32, -0.76, -0.17, 0.53, -0.61, 0.13, 0.38, -0.92, -0.27, -0.25, -0.87, -0.67, 0.31, 0.47, 0.27, 0.30, 0.23, 0.28, 0.24, 0.25, 0.28, 0.23, 0.28, 0.25, 0.32, 0.22, 0.25],
  "lumo_ev": -2.7208,
  "total_charge": 1,
  "spin_multiplicity": 1,
  "max_force_ev_per_a": 4.8,
  "e_above_lowest_ev": 0.000,
  "gap_ha": 0.370
}



[6]
{
  "formula": "C4H15NO2",
  "method": "ωB97M-V/def2-TZVPD",
  "elements": ["C", "C", "N", "C", "C", "H", "H", "H", "H", "H", "H", "H", "H", "H", "H", "H", "O", "H", "H", "O", "H", "H"],
  "positions_angstrom": [[1.40355, 1.82152, -1.50603], [1.14895, 1.06495, -0.21005], [1.04304, -0.37401, -0.46519], [0.26983, -1.15960, 0.51951], [-0.34116, -2.42710, -0.04623], [1.50853, 2.89176, -1.33937], [2.18879, 1.39069, -2.11799], [0.53235, 1.65139, -2.15774], [0.27660, 1.48923, 0.28138], [1.93248, 1.34471, 0.51703], [1.95736, -0.79282, -0.56801], [0.91643, -1.35376, 1.38676], [-0.53978, -0.48528, 0.82204], [0.39275, -3.22334, 0.00357], [-0.77595, -2.40593, -1.03738], [-1.15432, -2.70240, 0.62956], [-1.93513, 0.68079, 2.32808], [-2.16677, 0.34724, 1.45223], [-1.63156, -0.02848, 2.90270], [-2.02337, 0.61910, -0.30351], [-1.56821, 1.45753, -0.16221], [-1.43442, 0.19380, -0.92914]],
  "mulliken_charge": [-1.20, -0.38, -0.36, 0.30, -1.28, 0.40, 0.33, 0.25, 0.23, 0.34, 0.26, 0.48, -0.33, 0.36, 0.30, 0.34, -0.67, 0.39, 0.30, -0.70, 0.31, 0.34],
  "lumo_ev": 0.8469,
  "spin_multiplicity": 1,
  "max_force_ev_per_a": 1.4,
  "e_above_lowest_ev": 1.250,
  "gap_ha": 0.362,
  "smiles": "CCNCC.O.O"
}



[7]
{
  "formula": "C4H15NO2",
  "method": "ωB97M-V/def2-TZVPD",
  "elements": ["C", "C", "C", "C", "N", "H", "H", "H", "H", "H", "H", "H", "H", "H", "H", "H", "O", "H", "H", "O", "H", "H"],
  "positions_angstrom": [[-0.02311, -0.46531, -1.36540], [0.95058, 0.48329, -0.60824], [1.66454, -0.17324, 0.56753], [0.20572, 1.76044, -0.23084], [-0.45437, 2.54898, -1.29156], [-0.67407, -0.97336, -0.65078], [-0.62913, -0.01162, -2.14297], [0.50744, -1.22259, -1.95563], [1.73433, 0.67615, -1.35486], [2.30405, 0.53503, 1.09260], [2.25191, -0.98299, 0.15050], [0.96746, -0.61199, 1.28502], [-0.54736, 1.52066, 0.51995], [0.88695, 2.40814, 0.32755], [0.26824, 2.70705, -1.99640], [-1.06661, 1.91974, -1.79443], [-1.04586, -2.75884, 1.14023], [-1.55516, -3.48201, 0.77586], [-0.93965, -3.04091, 2.05312], [-1.66291, -0.11146, 2.17517], [-1.56284, 0.33090, 1.33069], [-1.58014, -1.05608, 1.97288]],
  "mulliken_charge": [-1.31, 0.96, -1.35, -0.76, -0.68, 0.14, 0.42, 0.38, 0.12, 0.39, 0.39, 0.22, 0.07, 0.40, 0.31, 0.27, -0.61, 0.26, 0.33, -0.67, 0.36, 0.36],
  "lumo_ev": 0.3694,
  "spin_multiplicity": 1,
  "max_force_ev_per_a": 1.5,
  "e_above_lowest_ev": 0.849,
  "gap_ha": 0.364,
  "smiles": "CC(C)CN.O.O"
}



[8]
{
  "formula": "C4H15NO2",
  "method": "ωB97M-V/def2-TZVPD",
  "elements": ["C", "C", "C", "C", "N", "H", "H", "H", "H", "H", "H", "H", "H", "H", "H", "H", "O", "H", "H", "O", "H", "H"],
  "positions_angstrom": [[-3.65813, 2.84911, 1.40569], [-2.76314, 1.58095, 1.20320], [-1.19598, 1.92866, 1.00137], [-0.35157, 0.72491, 0.87091], [-0.59510, 2.70177, 2.18078], [-4.66807, 2.63305, 1.21292], [-3.52222, 3.01938, 2.52943], [-3.28354, 3.59826, 0.64059], [-3.25005, 0.76925, 0.59511], [-2.47782, 1.28855, 2.33755], [-1.27677, 2.60084, 0.22216], [0.63563, 1.06442, 0.60562], [-0.23340, -0.05245, 1.63123], [-0.69980, 0.08668, 0.04405], [-0.98317, 3.68089, 2.29984], [-0.59317, 2.25074, 3.03263], [4.24307, -2.80667, -3.43386], [3.54884, -2.26306, -3.63893], [4.99577, -2.52548, -3.91358], [3.04358, -5.61032, -2.18467], [2.33083, -5.62047, -2.79216], [3.16245, -4.60884, -2.01076]],
  "mulliken_charge": [-0.99, -0.33, 0.22, -1.43, -0.68, 0.35, 0.25, 0.23, 0.39, 0.06, 0.41, 0.40, 0.33, 0.34, 0.23, 0.24, -0.58, 0.30, 0.30, -0.63, 0.30, 0.32],
  "lumo_ev": 0.6231,
  "spin_multiplicity": 1,
  "max_force_ev_per_a": 4.6,
  "e_above_lowest_ev": 2.679,
  "gap_ha": 0.359,
  "smiles": "CC[C@H](C)N.O.O"
}